Record 1
Here is a molecular structure, C4HO2Pt in a non-equilibrium geometry from the OMol25 dataset. Energies are from ωB97M-V/def2-TZVPD.

Results
HOMO (alpha / beta): -6.738 / -9.792 eV
E_LUMO (alpha / beta): -0.063 / -0.097 hartree
multiplicity: 4
DFT total energy: -11491.3573 eV
orbital gap (alpha / beta): 5.030 / 7.163 eV
M: 276.13 g/mol

XYZ file:
```
8
Properties=species:S:1:pos:R:3:mulliken_charge:R:1
O 1.19 -2.29 -0.79 -0.3654
C -1.59 0.02 1.06 -0.5717
C -0.47 -0.34 0.58 0.2924
C 0.66 -0.67 -0.09 0.0883
C 1.82 -1.29 0.26 0.3110
O 2.70 -1.37 1.10 -0.3504
Pt 3.30 -2.38 2.30 0.2267
H 1.56 -1.98 -1.62 0.3691
```

---

Record 2
Here is a molecular structure, C4Li2O2 in a non-equilibrium geometry from the OMol25 dataset. Energies are from ωB97M-V/def2-TZVPD.

Results
HOMO (alpha / beta): -11.932 / -11.661 eV
E_LUMO (alpha / beta): -0.158 / -0.203 hartree
multiplicity: 2
DFT total energy: -8640.9578 eV
orbital gap (alpha / beta): 7.622 / 6.127 eV
M: 93.92 g/mol
charge: +1

XYZ file:
```
8
Properties=species:S:1:pos:R:3:mulliken_charge:R:1
C 1.96 -0.02 -0.03 0.3403
C 0.68 -0.06 -0.03 -0.0741
C -0.63 -0.07 -0.02 -0.5550
C -1.90 -0.11 0.03 0.6725
O -3.08 -0.13 0.15 -0.6179
Li -4.91 0.44 -0.07 0.9736
O 3.57 0.38 -0.75 -0.6399
Li 4.31 -0.42 0.71 0.9005
```

---

Record 3
Here is 14 unconnected molecules or ions with the total composition C50H100Cl4O12 in a non-equilibrium geometry from the OMol25 dataset. Energies are from ωB97M-V/def2-TZVPD.

Results
HOMO: -9.347 eV
E_LUMO: 0.009 hartree
DFT total energy: -128123.9439 eV
orbital gap: 9.589 eV
M: 1035.15 g/mol

XYZ file:
```
166
Properties=species:S:1:pos:R:3:mulliken_charge:R:1
C -0.53 4.23 4.07 0.8057
Cl 0.48 5.57 4.76 -0.1959
Cl -1.16 3.24 5.42 -0.1595
H -1.33 4.74 3.55 0.1414
H 0.07 3.72 3.31 -0.6510
C -4.65 3.26 0.81 0.2530
Cl -3.69 3.01 2.27 -0.0929
Cl -6.27 2.59 0.88 -0.1791
H -4.70 4.33 0.65 0.3515
H -4.19 2.80 -0.07 -0.3455
C 3.92 -3.60 2.18 -0.3198
C 4.68 -4.33 1.12 -1.0761
C 3.90 -3.98 -0.18 -0.7177
O 2.73 -3.27 0.13 0.2058
C 2.50 -3.63 1.54 0.1794
H 4.30 -2.59 2.27 0.0021
H 3.94 -3.97 3.21 0.6183
H 4.66 -5.41 1.23 0.2817
H 5.72 -4.00 1.14 0.3846
H 3.57 -4.87 -0.70 0.5127
H 4.54 -3.34 -0.79 0.2157
H 2.05 -4.62 1.71 -0.2184
H 1.84 -2.87 1.96 0.0641
C -1.30 7.01 -0.54 -0.7411
C -0.90 6.17 -1.73 -0.6645
C -1.59 4.80 -1.38 0.8398
O -2.04 4.92 -0.01 -0.2417
C -1.31 6.01 0.55 0.1319
H -2.27 7.45 -0.79 0.2893
H -0.60 7.83 -0.39 0.3794
H 0.18 6.04 -1.78 0.1519
H -1.20 6.63 -2.67 0.4260
H -0.91 3.94 -1.41 -0.6365
H -2.45 4.59 -2.01 0.1468
H -0.33 5.59 0.79 -0.2157
H -1.81 6.32 1.47 0.3013
C -3.02 1.23 -5.50 -0.7672
C -2.52 2.01 -4.30 0.7310
C -2.60 3.47 -4.80 -0.3915
O -2.17 3.35 -6.10 -0.4836
C -2.30 2.02 -6.64 -0.4965
H -4.09 1.28 -5.67 0.3107
H -2.80 0.16 -5.51 0.3093
H -1.54 1.67 -3.98 -0.6300
H -3.24 1.87 -3.49 0.2382
H -1.90 4.08 -4.22 0.1367
H -3.61 3.86 -4.84 0.4055
H -1.34 1.53 -6.82 0.2675
H -3.01 2.10 -7.46 0.3397
C 1.26 2.39 -2.93 1.3943
C 2.40 3.11 -2.25 1.1500
C 3.42 3.05 -3.35 -0.9434
O 3.20 1.72 -3.96 -0.5716
C 1.86 1.32 -3.74 0.0101
H 0.63 3.06 -3.51 -0.0939
H 0.52 1.92 -2.28 -1.2179
H 2.79 2.61 -1.36 -0.9889
H 2.22 4.13 -1.92 0.3599
H 4.46 3.26 -3.09 0.4060
H 3.17 3.86 -4.03 0.3829
H 1.77 0.32 -3.30 0.0041
H 1.39 1.37 -4.72 0.0463
C 5.35 0.63 0.94 -0.6117
C 4.25 -0.03 0.13 2.5032
C 5.03 -0.40 -1.10 -0.6147
O 6.35 -0.74 -0.62 -0.4978
C 6.56 -0.28 0.69 -0.5216
H 5.06 0.67 1.99 0.0851
H 5.43 1.66 0.58 0.4237
H 3.32 0.50 -0.10 -0.7188
H 3.98 -1.01 0.55 -1.3305
H 5.00 0.42 -1.81 0.4003
H 4.49 -1.26 -1.49 0.1390
H 7.47 0.30 0.80 0.3855
H 6.54 -1.13 1.37 0.2212
C 1.21 0.44 3.77 1.6691
C 2.66 0.47 4.16 0.1752
C 2.79 -0.90 4.83 0.0359
O 1.51 -1.13 5.48 -0.4861
C 0.59 -0.15 5.10 -0.4511
H 0.93 -0.14 2.89 -0.6277
H 0.88 1.47 3.61 -0.8652
H 2.89 1.26 4.87 0.3800
H 3.26 0.58 3.26 -0.5364
H 3.59 -0.84 5.57 0.4168
H 3.06 -1.63 4.07 -0.2650
H 0.52 0.65 5.83 0.3163
H -0.39 -0.61 4.96 0.1976
C -1.26 -0.45 -0.27 -0.0885
C -1.58 1.01 -0.18 0.9007
C -0.49 1.61 0.78 0.2014
O 0.61 0.81 0.45 0.9001
C 0.31 -0.45 -0.15 1.0853
H -1.61 -0.80 -1.25 0.2619
H -1.71 -1.03 0.53 0.3079
H -2.57 1.02 0.28 -0.0786
H -1.60 1.44 -1.18 -0.7930
H -0.76 1.56 1.84 0.1394
H -0.34 2.66 0.54 -0.7746
H 0.76 -1.26 0.42 -1.1154
H 0.76 -0.40 -1.14 -0.8609
C -0.05 -6.82 1.55 -0.6799
C -0.46 -5.62 0.66 0.0314
C -1.16 -4.58 1.54 1.0660
O -1.25 -5.22 2.80 -0.5045
C -1.05 -6.66 2.73 -0.5397
H 0.97 -6.71 1.92 0.1578
H -0.09 -7.74 0.98 0.4404
H -1.21 -6.02 -0.03 0.1764
H 0.39 -5.22 0.12 -0.0345
H -2.14 -4.35 1.15 -0.1293
H -0.53 -3.69 1.51 -0.6620
H -1.97 -7.16 2.43 0.2590
H -0.67 -7.04 3.68 0.4047
C -5.01 -3.92 -1.13 0.0129
C -5.29 -5.39 -1.22 -0.7556
C -3.92 -6.01 -1.17 -0.2948
O -3.03 -5.01 -1.80 -0.3744
C -3.65 -3.71 -1.77 0.1878
H -4.97 -3.67 -0.07 -0.4202
H -5.80 -3.27 -1.52 0.4814
H -5.65 -5.60 -2.23 0.2689
H -6.00 -5.69 -0.45 0.3729
H -3.77 -7.02 -1.56 0.3836
H -3.63 -6.05 -0.12 0.0575
H -3.78 -3.29 -2.77 0.3420
H -3.08 -3.10 -1.08 -0.2093
C -4.06 -1.48 3.58 -0.5358
C -4.52 -0.46 2.54 0.6537
C -6.03 -0.42 2.78 -0.5424
O -6.39 -1.60 3.50 -0.4898
C -5.19 -2.44 3.55 -0.3501
H -4.06 -0.97 4.54 0.2559
H -3.12 -2.02 3.47 0.3388
H -4.23 -0.70 1.52 -0.1544
H -4.00 0.46 2.79 -0.1268
H -6.57 -0.32 1.83 0.2729
H -6.32 0.44 3.39 0.2376
H -5.20 -3.06 2.65 0.0275
H -5.15 -3.15 4.37 0.3908
C 0.18 -3.02 -2.95 0.1208
C -0.36 -1.84 -3.74 0.9528
C 0.42 -2.05 -5.05 -0.5079
O 0.45 -3.46 -5.18 -0.4943
C 0.27 -4.15 -3.97 -0.5454
H -0.48 -3.34 -2.14 -0.0066
H 1.16 -2.89 -2.49 -0.0737
H -0.19 -0.85 -3.34 -0.6314
H -1.43 -2.01 -3.91 0.0773
H 1.46 -1.70 -5.05 0.2706
H -0.07 -1.61 -5.91 0.2794
H 0.97 -4.95 -3.72 0.3809
H -0.76 -4.50 -4.00 0.2241
C 3.39 4.82 0.90 -0.1093
C 4.40 5.28 1.87 -0.7429
C 3.66 5.11 3.18 -0.5789
O 2.90 3.96 3.00 -0.3517
C 2.82 3.60 1.60 1.8760
H 3.82 4.50 -0.05 0.2056
H 2.72 5.65 0.70 0.1321
H 4.73 6.31 1.72 0.4295
H 5.29 4.65 1.89 0.2101
H 3.03 5.99 3.36 0.2588
H 4.39 5.04 3.99 0.3128
H 1.76 3.46 1.41 -0.7709
H 3.45 2.72 1.41 -0.9775
```

---

Record 4
Here is a molecular structure, C50H106CuF6N2O22S7 in a non-equilibrium geometry from the OMol25 dataset. Energies are from ωB97M-V/def2-TZVPD.

Results
HOMO (alpha / beta): -6.283 / -6.290 eV
E_LUMO (alpha / beta): -0.138 / -0.138 hartree
multiplicity: 2
DFT total energy: -238367.2487 eV
orbital gap (alpha / beta): 2.521 / 2.531 eV
M: 1489.39 g/mol

XYZ file:
```
194
Properties=species:S:1:pos:R:3:mulliken_charge:R:1
Cu -15.92 22.23 -14.25 0.7527
C -10.89 19.04 -11.97 0.0853
O -10.02 18.69 -13.05 -0.3226
O -12.18 19.39 -12.54 -0.3387
C -10.73 18.13 -10.71 0.7906
F -11.09 18.77 -9.66 -0.2575
F -11.51 17.03 -10.73 -0.2634
F -9.47 17.80 -10.51 -0.2332
C -9.56 19.75 -13.99 -0.1821
C -8.32 19.25 -14.66 -1.0631
H -7.74 18.56 -14.05 0.3177
H -8.70 18.63 -15.47 0.2474
H -7.69 20.03 -15.09 0.3353
H -9.37 20.69 -13.49 0.3349
H -10.29 19.94 -14.78 0.2690
H -10.56 20.01 -11.62 0.2759
C -12.20 27.15 -17.52 -0.0182
O -12.90 28.33 -17.99 -0.2299
O -13.21 26.19 -17.08 -0.8142
C -11.20 26.72 -18.62 0.7560
F -10.49 25.59 -18.29 -0.2676
F -11.79 26.46 -19.85 -0.2727
F -10.38 27.72 -18.89 -0.2456
C -13.65 29.23 -17.06 -0.2156
C -13.72 30.55 -17.78 -1.1440
H -14.31 30.45 -18.69 0.2743
H -14.29 31.26 -17.18 0.3796
H -12.74 30.92 -18.09 0.3102
H -13.11 29.33 -16.12 0.2963
H -14.68 28.93 -16.91 0.2118
H -11.58 27.54 -16.71 0.2134
C -17.28 23.96 -22.06 -1.1343
C -17.38 25.51 -22.22 0.5492
C -18.59 26.10 -22.97 -1.3458
O -17.46 26.10 -20.94 -0.5590
H -18.14 23.62 -21.48 0.2908
H -16.36 23.64 -21.58 0.3287
H -17.31 23.45 -23.03 0.3240
H -16.51 25.93 -22.73 0.2174
H -18.65 27.19 -22.87 0.3233
H -19.56 25.81 -22.59 0.3334
H -18.61 25.81 -24.02 0.3607
H -16.59 26.03 -20.52 0.3124
C -19.69 32.52 -10.75 -1.3771
C -18.68 33.53 -10.32 0.6995
C -17.95 34.15 -11.48 -1.3063
O -19.29 34.52 -9.57 -0.5537
H -19.20 31.65 -11.18 0.3674
H -20.53 32.89 -11.33 0.3401
H -20.23 32.05 -9.93 0.3473
H -17.99 32.96 -9.70 0.1044
H -18.59 34.79 -12.08 0.3518
H -17.54 33.41 -12.18 0.3356
H -17.13 34.84 -11.27 0.3654
H -18.65 35.19 -9.30 0.3255
C -11.88 23.80 -27.93 -1.4210
C -11.14 24.33 -29.20 0.4695
C -10.74 25.83 -29.07 -0.6242
O -11.87 26.69 -29.11 -0.3320
C -11.75 27.84 -29.96 -0.7376
N -10.04 23.51 -29.49 -0.6600
H -11.26 23.70 -27.04 0.3452
H -12.34 22.82 -28.07 0.3340
H -12.61 24.46 -27.45 0.3567
H -11.85 24.17 -30.01 0.2875
H -10.21 26.03 -30.00 0.3686
H -10.16 25.96 -28.15 0.2273
H -11.76 27.59 -31.02 0.3169
H -10.84 28.43 -29.77 0.3142
H -12.62 28.48 -29.79 0.2517
H -9.47 23.34 -28.67 0.2396
H -10.30 22.61 -29.88 0.2640
C -21.23 25.82 -14.19 -1.4656
C -20.03 24.97 -13.71 0.4719
C -20.27 24.16 -12.44 -0.9100
O -19.09 23.52 -11.93 -0.2650
C -19.26 23.02 -10.62 -0.8039
N -19.54 24.21 -14.83 -0.6059
H -20.99 26.50 -15.01 0.4006
H -21.59 26.62 -13.53 0.3784
H -22.04 25.19 -14.53 0.3798
H -19.22 25.64 -13.44 0.2162
H -21.08 23.44 -12.55 0.3867
H -20.69 24.78 -11.64 0.3910
H -19.91 22.15 -10.53 0.3029
H -19.54 23.83 -9.94 0.3282
H -18.29 22.75 -10.21 0.2728
H -19.29 24.84 -15.58 0.2779
H -20.32 23.75 -15.28 0.2629
C -3.53 25.42 -15.84 -0.6392
C -2.59 24.56 -14.96 -0.5489
C -1.34 24.29 -15.88 -0.7245
S -0.98 25.91 -16.74 1.0554
O -0.66 25.63 -18.14 -0.6338
O -0.05 26.73 -16.01 -0.6206
C -2.71 26.57 -16.55 -0.6894
H -4.33 25.83 -15.22 0.3291
H -3.96 24.71 -16.55 0.3267
H -3.16 23.67 -14.70 0.3062
H -2.25 25.09 -14.07 0.3289
H -1.64 23.69 -16.73 0.3511
H -0.42 23.97 -15.39 0.4105
H -3.16 27.11 -17.39 0.4152
H -2.55 27.36 -15.81 0.3332
C -11.58 15.96 -20.03 -0.6365
C -11.25 17.16 -20.89 -0.6108
C -12.42 18.23 -20.85 -0.5830
S -13.65 17.57 -19.63 1.0468
O -14.76 16.93 -20.30 -0.6251
O -14.00 18.52 -18.57 -0.6389
C -12.54 16.28 -18.91 -0.6676
H -10.69 15.40 -19.73 0.3763
H -12.21 15.29 -20.62 0.2781
H -10.96 16.84 -21.89 0.3044
H -10.31 17.58 -20.54 0.3029
H -12.94 18.40 -21.80 0.3796
H -12.08 19.19 -20.48 0.3473
H -13.10 15.45 -18.49 0.4273
H -11.90 16.64 -18.10 0.2992
C -12.60 33.07 -24.53 -0.6210
C -12.22 34.56 -24.86 -0.4954
C -11.15 35.03 -23.85 -0.7949
S -10.01 33.54 -23.64 1.0563
O -9.70 33.32 -22.24 -0.6401
O -8.94 33.57 -24.60 -0.6190
C -11.27 32.29 -24.22 -0.6115
H -13.05 32.58 -25.39 0.2810
H -13.29 32.95 -23.69 0.3390
H -12.97 35.34 -24.82 0.3373
H -11.67 34.51 -25.80 0.2896
H -11.55 35.07 -22.83 0.3523
H -10.55 35.92 -24.01 0.4264
H -11.41 31.76 -23.28 0.3041
H -10.80 31.57 -24.89 0.3957
C -3.80 25.66 -25.22 -0.6017
C -2.49 24.89 -25.09 -0.6037
C -2.83 23.37 -24.92 -0.5855
S -4.50 23.26 -24.28 1.1143
O -4.54 22.70 -22.93 -0.6620
O -5.34 22.75 -25.30 -0.6312
C -4.76 25.07 -24.23 -0.7416
H -4.18 25.51 -26.23 0.3063
H -3.70 26.73 -25.09 0.3482
H -2.23 25.29 -24.11 0.2669
H -1.68 25.09 -25.79 0.3547
H -2.32 22.99 -24.04 0.3008
H -2.66 22.66 -25.73 0.3921
H -4.46 25.34 -23.22 0.3302
H -5.84 25.13 -24.40 0.4119
C -10.13 26.40 -9.52 -0.5239
C -10.40 25.68 -8.18 -0.5628
C -11.95 25.77 -7.96 -0.6388
S -12.76 26.67 -9.35 0.9852
O -13.73 27.68 -8.88 -0.6252
O -13.12 25.68 -10.40 -0.6111
C -11.14 27.52 -9.68 -0.7066
H -10.19 25.76 -10.40 0.3062
H -9.11 26.76 -9.46 0.3422
H -9.94 26.24 -7.36 0.2827
H -10.06 24.64 -8.14 0.2784
H -11.97 26.48 -7.12 0.3097
H -12.48 24.87 -7.66 0.4362
H -11.01 28.18 -8.83 0.2917
H -11.25 28.18 -10.55 0.4348
C -8.86 35.37 -13.33 -0.5998
C -8.91 33.92 -13.01 -0.5651
C -7.46 33.42 -12.67 -0.6569
S -6.37 34.53 -13.68 1.0677
O -5.78 33.77 -14.79 -0.6392
O -5.47 35.35 -12.86 -0.6348
C -7.74 35.60 -14.37 -0.6971
H -8.72 36.03 -12.48 0.3058
H -9.86 35.66 -13.66 0.3371
H -9.20 33.29 -13.86 0.2915
H -9.62 33.82 -12.19 0.3160
H -7.21 32.38 -12.89 0.3746
H -7.19 33.57 -11.62 0.3455
H -8.01 35.26 -15.37 0.3463
H -7.37 36.60 -14.59 0.4084
C -21.63 34.03 -19.47 -0.5205
C -20.64 35.18 -19.53 -0.6375
C -20.74 35.75 -20.99 -0.6784
S -21.12 34.30 -22.11 1.0547
O -19.93 33.89 -22.82 -0.6223
O -22.37 34.50 -22.83 -0.6248
C -21.32 33.15 -20.69 -0.6866
H -22.66 34.38 -19.55 0.3094
H -21.50 33.52 -18.52 0.3050
H -19.63 34.88 -19.25 0.3119
H -20.87 36.00 -18.85 0.3127
H -19.97 36.26 -21.56 0.4113
H -21.59 36.44 -21.01 0.3201
H -20.31 32.78 -20.51 0.3371
H -22.06 32.43 -21.04 0.4077
```